(1)
{
  "formula": "C4H9N4O",
  "method": "ωB97M-V/def2-TZVPD",
  "symbols": ["C", "C", "C", "C", "N", "N", "N", "N", "O", "H", "H", "H", "H", "H", "H", "H", "H", "H"],
  "positions_angstrom": [[1.701472, 1.091237, 0.349233], [3.559392, 0.009065, -0.046534], [1.349965, -0.232762, -0.293392], [-2.861905, 0.202110, -0.136064], [3.139337, 1.098659, 0.435768], [2.561781, -0.840609, -0.495599], [0.179992, -0.641036, -0.561607], [-3.157937, -0.604780, 0.835764], [-3.653733, 1.004112, -0.719579], [1.273430, 1.193208, 1.349624], [4.598048, -0.255805, -0.113637], [-1.808790, 0.188312, -0.492571], [2.711290, -1.745854, -0.910967], [0.151701, -1.554253, -1.006076], [-4.087019, -0.689303, 1.237955], [1.363197, 1.937849, -0.249821], [-2.436220, -1.190952, 1.235449], [-4.583993, 1.030804, -0.417952]],
  "forces_ev_per_a": [[-0.04, -0.12, -0.02], [0.04, 0.50, 0.23], [0.14, 0.10, 0.11], [1.32, -0.70, 0.33], [0.77, 0.43, 0.25], [-0.27, -0.46, -0.27], [-1.08, -0.17, -0.05], [-0.40, 0.02, 0.11], [-0.90, 0.64, -0.40], [-0.10, -0.06, -0.09], [0.23, -0.18, -0.06], [-0.29, -0.01, 0.13], [-0.07, 0.07, 0.01], [0.22, -0.04, -0.03], [0.12, 0.06, -0.08], [-0.11, -0.05, -0.03], [0.13, 0.07, -0.14], [0.30, -0.10, 0.00]],
  "mulliken_charge": [-0.26, -0.18, 0.31, 0.28, -0.47, -0.13, -0.55, -0.25, -0.34, 0.27, 0.38, 0.47, 0.18, 0.14, 0.23, 0.28, 0.28, 0.37],
  "mol_weight_g_mol": 129.14,
  "multiplicity": 1,
  "largest_force_ev_per_a": 1.53,
  "homo_energy_ha": -0.4462,
  "total_charge": 1,
  "gap_ev": 8.37,
  "total_energy_ev": -12294.9829
}

(2)
{
  "formula": "C4H9N4O3",
  "method": "ωB97M-V/def2-TZVPD",
  "symbols": ["C", "C", "C", "C", "N", "N", "N", "N", "O", "O", "O", "H", "H", "H", "H", "H", "H", "H", "H", "H"],
  "positions_angstrom": [[0.660649, 0.150012, 1.159312], [1.430404, 0.647636, -1.114320], [1.326538, -1.634987, -0.189879], [-2.407676, 0.350517, -0.032016], [-2.491241, 1.392060, -0.525225], [1.034243, -0.251396, -0.007087], [0.504987, 1.338755, 1.604856], [-2.483085, -1.023092, -0.053173], [-3.624508, -1.384566, -0.288699], [-2.445328, 2.553607, -0.763572], [-1.445738, -1.633426, 0.122467], [0.950834, 0.286115, -2.066276], [0.946875, 1.559535, -1.050148], [2.436971, 0.607515, -1.507776], [0.798234, -2.180392, 0.579715], [0.864809, -1.882293, -1.175821], [2.279787, -1.990127, -0.175229], [0.638732, -0.698532, 1.827750], [0.353330, 1.562343, 2.490040], [0.671192, 2.230723, 1.165084]],
  "forces_ev_per_a": [[1.23, -2.09, 0.01], [-1.43, -2.49, -2.06], [-3.90, -0.96, -1.37], [0.51, 0.41, 0.38], [0.37, 1.58, 0.48], [1.98, 1.78, -1.32], [0.35, 2.20, -3.31], [-1.42, -0.03, -0.71], [1.13, -1.18, 0.33], [-0.19, -0.25, -0.53], [-0.83, -0.61, 0.06], [-0.15, -0.28, 0.94], [-0.19, 2.23, 0.64], [0.73, 0.32, 1.24], [-0.20, -0.32, -0.05], [0.40, -0.30, 0.79], [3.18, 0.00, -0.01], [-0.69, 0.34, 0.65], [-1.10, 0.01, 5.08], [0.21, -0.37, -1.23]],
  "mulliken_charge": [0.19, -1.05, -1.04, -0.05, 0.66, 0.13, -0.24, 0.85, -0.44, -0.56, -0.45, 0.35, 0.39, 0.35, 0.40, 0.33, 0.38, 0.40, 0.21, 0.20],
  "mol_weight_g_mol": 161.14,
  "multiplicity": 1,
  "largest_force_ev_per_a": 5.20,
  "homo_energy_ha": -0.5242,
  "total_charge": 1,
  "gap_ev": 9.41,
  "total_energy_ev": -16382.2862
}

(3)
{
  "formula": "C4H9N4S",
  "method": "ωB97M-V/def2-TZVPD",
  "symbols": ["C", "C", "C", "C", "N", "N", "N", "N", "S", "H", "H", "H", "H", "H", "H", "H", "H", "H"],
  "positions_angstrom": [[-1.193188, -0.322857, -0.907557], [-0.677900, -0.789078, 1.452000], [0.418905, 1.194689, 0.292873], [-0.120005, -0.339978, 0.167952], [-2.481850, -0.162083, -0.720361], [-2.865247, -0.200981, -3.234003], [-0.636661, -0.130083, -2.050041], [0.562219, -0.151469, -2.492956], [-3.569440, 0.063853, -1.965416], [0.039857, -0.814648, 2.203192], [-1.126347, -1.737660, 1.313237], [-1.471396, -0.167846, 1.868063], [0.720146, 1.531090, 1.222461], [-0.361021, 1.750236, -0.185167], [1.324695, 1.332334, -0.245972], [0.726404, -0.962613, -0.138613], [1.032497, 0.736833, -2.417703], [0.721453, -1.015234, -2.968644]],
  "forces_ev_per_a": [[0.11, 1.23, -0.41], [-1.68, 0.17, 0.31], [-1.08, -2.45, -2.37], [0.79, 1.95, 1.18], [-1.44, -0.01, 0.88], [0.79, 0.17, -1.26], [-1.04, -0.32, -1.95], [-1.28, 0.07, 0.69], [1.52, -0.54, 2.03], [1.52, -0.34, 1.22], [-0.31, -1.26, 0.21], [-0.03, 0.35, -0.41], [-0.30, 0.30, 2.34], [-0.25, 1.09, 0.27], [0.75, -0.07, -1.03], [-0.40, -0.10, -0.19], [0.87, -0.16, -0.78], [1.45, -0.08, -0.73]],
  "mulliken_charge": [0.72, -1.86, -1.37, 0.92, -0.52, -0.11, -0.11, -0.49, 0.44, 0.49, 0.45, 0.36, 0.43, 0.38, 0.36, 0.38, 0.27, 0.27],
  "mol_weight_g_mol": 145.21,
  "multiplicity": 1,
  "largest_force_ev_per_a": 3.57,
  "homo_energy_ha": [-0.5430, -0.5267],
  "total_charge": 1,
  "gap_ev": [8.68, 7.37],
  "total_energy_ev": -21076.6277
}

(4)
{
  "formula": "C4H9N5",
  "method": "ωB97M-V/def2-TZVPD",
  "symbols": ["H", "N", "C", "N", "C", "N", "H", "C", "N", "N", "C", "H", "H", "H", "H", "H", "H", "H"],
  "positions_angstrom": [[-1.026565, -3.581982, -0.941808], [-0.216915, -2.986150, -0.792493], [-0.496540, -1.772537, -0.514506], [-1.717556, -1.203730, -0.433511], [0.694076, -0.894750, -0.298280], [1.874864, -1.336613, -0.428178], [1.882662, -2.321645, -0.694188], [0.567976, 0.533187, 0.103717], [1.748496, 1.198291, 0.053278], [-0.568399, 1.019262, 0.431404], [-0.681874, 2.396975, 0.831100], [-1.753600, -0.253808, -0.071837], [-2.540453, -1.782231, -0.465041], [1.855869, 2.090369, 0.501377], [2.559000, 0.617352, -0.099054], [-0.081409, 2.615403, 1.721324], [-0.370746, 3.077007, 0.031549], [-1.728884, 2.585599, 1.065146]],
  "forces_ev_per_a": [[-0.09, 0.19, 0.03], [0.23, -0.32, -0.02], [-0.51, -0.82, -0.24], [-0.34, -0.01, -0.06], [0.75, -0.25, -0.01], [-0.01, 0.27, 0.02], [-0.34, -0.04, 0.00], [-0.02, 0.74, 0.13], [0.05, 0.23, 0.06], [-0.02, -0.27, -0.01], [0.06, -0.04, -0.01], [-0.04, 0.00, 0.06], [0.14, -0.01, -0.02], [-0.05, -0.04, -0.02], [0.05, 0.04, 0.04], [0.00, 0.06, 0.04], [0.02, 0.07, -0.01], [0.11, 0.19, 0.04]],
  "mulliken_charge": [0.21, -0.69, 0.24, -0.32, 0.85, -0.74, 0.33, 0.09, -0.37, -0.54, -1.10, 0.32, 0.20, 0.21, 0.29, 0.33, 0.37, 0.32],
  "mol_weight_g_mol": 127.15,
  "multiplicity": 1,
  "largest_force_ev_per_a": 1.00,
  "homo_energy_ha": -0.3309,
  "smiles": "[H]/N=C(N)/C(=N\\[H])C(/N)=N/C",
  "gap_ev": 9.36,
  "total_energy_ev": -11744.4108
}

(5)
{
  "formula": "C4H9N5",
  "method": "ωB97M-V/def2-TZVPD",
  "symbols": ["N", "C", "C", "C", "C", "N", "N", "N", "N", "H", "H", "H", "H", "H", "H", "H", "H", "H"],
  "positions_angstrom": [[3.741629, -0.538721, 0.069541], [2.595004, 0.123959, -0.544698], [1.568060, 0.323178, 0.610442], [0.273778, 1.123608, 0.085108], [-0.958476, 0.340037, 0.023700], [-1.100765, -0.947894, 0.094938], [-2.389503, -1.313988, 0.022375], [-3.058476, -0.168944, -0.180517], [-2.161162, 0.836814, -0.040698], [3.474250, -1.660887, 0.251772], [4.521041, -0.675801, -0.474698], [2.053908, -0.440798, -1.149466], [3.004526, 0.733767, -0.965367], [1.924901, 0.807144, 1.410371], [1.290372, -0.563273, 0.686941], [0.379246, 1.582208, -0.946283], [-0.129568, 1.903123, 0.733724], [-2.610934, 1.778955, -0.353770]],
  "forces_ev_per_a": [[-2.77, -5.21, 2.90], [-5.16, -10.13, 11.43], [-0.05, 7.63, -5.81], [0.55, 0.31, -0.60], [0.89, -1.42, 0.15], [1.40, -2.35, 0.56], [-0.35, 4.18, -1.20], [0.04, -1.90, 1.37], [-4.51, 2.26, -2.25], [0.76, 3.87, -0.25], [2.06, 0.26, -2.05], [-1.99, -2.76, -3.36], [6.91, 13.63, -8.32], [1.51, 1.33, 3.05], [-2.59, -7.77, 1.97], [0.34, -0.37, 1.13], [1.20, 0.62, 0.25], [1.76, -2.18, 1.03]],
  "mulliken_charge": [-0.65, -1.39, -1.01, -0.38, 0.34, -0.15, -0.43, -0.34, 0.08, 0.24, 0.24, 0.41, 0.97, 0.54, 0.62, 0.30, 0.31, 0.31],
  "mol_weight_g_mol": 127.15,
  "multiplicity": 1,
  "largest_force_ev_per_a": 17.40,
  "homo_energy_ha": -0.3517,
  "smiles": "NCCCc1nnn[nH]1",
  "gap_ev": 10.19,
  "total_energy_ev": -11738.9452
}

(6)
{
  "formula": "C4H9N5O2",
  "method": "ωB97M-V/def2-TZVPD",
  "symbols": ["H", "N", "C", "N", "C", "O", "H", "H", "H", "H", "H", "N", "C", "N", "N", "C", "O", "H", "H", "H"],
  "positions_angstrom": [[0.716343, -2.405794, 0.026256], [0.336141, -1.652273, -0.556069], [1.109345, -0.638092, -0.442497], [0.967353, 0.501000, -1.188110], [2.321633, -0.662218, 0.511103], [2.937137, 0.615598, 0.675658], [0.059658, 0.564046, -1.640471], [1.274069, 1.339588, -0.744330], [1.957750, -1.052141, 1.476473], [3.022709, -1.409952, 0.090729], [3.801443, 0.484268, 1.096510], [-1.250720, 2.031239, 0.041184], [-1.748059, 0.772476, 0.275873], [-1.840088, 0.116326, 1.374828], [-2.582144, -1.044487, 1.036238], [-2.753800, -1.020671, -0.232368], [-2.208245, 0.099175, -0.824505], [-1.461010, 2.393569, -0.867360], [-1.398649, 2.667468, 0.792149], [-3.260857, -1.699128, -0.901284]],
  "forces_ev_per_a": [[-0.38, 0.14, -0.11], [0.62, 0.22, -0.03], [0.49, -0.18, 0.44], [-0.50, -0.67, -0.27], [-0.15, -0.36, -0.11], [0.06, -0.41, -0.04], [0.41, -0.05, 0.04], [0.24, 0.42, 0.17], [0.10, 0.17, -0.25], [-0.15, 0.39, 0.15], [-0.45, 0.08, -0.21], [0.13, -0.64, 0.09], [0.16, -0.22, -0.74], [-0.81, -0.01, -0.28], [0.23, -0.08, -0.42], [0.53, 0.49, 0.19], [-0.46, 0.24, 0.90], [-0.17, 0.18, -0.19], [-0.02, 0.39, 0.40], [0.13, -0.10, 0.28]],
  "mulliken_charge": [0.18, -0.72, 0.64, -0.56, -0.46, -0.54, 0.32, 0.26, 0.29, 0.33, 0.31, -0.40, 0.55, -0.49, -0.36, 0.08, -0.32, 0.23, 0.27, 0.39],
  "mol_weight_g_mol": 159.15,
  "multiplicity": 1,
  "largest_force_ev_per_a": 1.04,
  "homo_energy_ha": -0.3319,
  "smiles": "[H]/N=C(/N)CO.Nc1nnco1",
  "gap_ev": 9.67,
  "total_energy_ev": -15838.4063
}

(7)
{
  "formula": "C4H9NO",
  "method": "ωB97M-V/def2-TZVPD",
  "symbols": ["C", "C", "N", "H", "H", "H", "H", "H", "C", "C", "O", "H", "H", "H", "H"],
  "positions_angstrom": [[1.071869, -0.015594, 1.383265], [2.488582, -1.164705, -0.005005], [1.190127, -0.939783, 0.298361], [0.043171, -0.029210, 1.737452], [1.392974, 1.002651, 1.101664], [1.702336, -0.373000, 2.217651], [2.787303, -1.403469, -1.027326], [3.288715, -1.063108, 0.730958], [-2.862960, 0.175576, -0.633259], [-1.852273, 0.958351, -0.951401], [-0.975710, 0.595385, -1.931733], [-3.540705, 0.449898, 0.175531], [-3.030812, -0.789807, -1.074947], [-1.635209, 1.869961, -0.405473], [-0.067406, 0.726854, -1.615731]],
  "forces_ev_per_a": [[-0.09, -1.16, 0.18], [-0.21, 0.08, -0.47], [0.31, 0.43, -0.80], [-0.27, 0.38, 0.17], [0.00, 0.25, 0.13], [0.13, 0.42, 0.35], [-0.08, -0.31, 0.15], [0.13, 0.14, 0.16], [-0.88, 0.12, 0.71], [0.62, -0.61, 0.00], [0.03, 0.47, -0.08], [0.17, 0.13, -0.27], [0.17, -0.14, -0.30], [0.02, 0.11, -0.06], [-0.05, -0.33, 0.14]],
  "mulliken_charge": [-1.09, -0.74, -0.60, 0.30, 0.25, 0.36, 0.29, 0.28, -0.66, 0.04, -0.55, 0.22, 0.24, 0.30, 0.34],
  "mol_weight_g_mol": 87.12,
  "multiplicity": 2,
  "largest_force_ev_per_a": 1.17,
  "homo_energy_ha": [0.0138, -0.1069],
  "total_charge": -1,
  "gap_ev": [3.63, 6.83],
  "s_squared": 0.7537,
  "total_energy_ev": -7828.3492
}

(8)
{
  "formula": "C4H9NO",
  "method": "ωB97M-V/def2-TZVPD",
  "symbols": ["C", "C", "N", "C", "C", "O", "H", "H", "H", "H", "H", "H", "H", "H", "H"],
  "positions_angstrom": [[1.911694, 0.104230, 0.042079], [0.602851, 0.153507, -0.751963], [-0.610981, 0.093848, 0.051597], [-1.411793, -1.093852, -0.035784], [-1.029991, 1.148980, 0.791070], [-0.534290, 2.259196, 0.779732], [2.753775, 0.167163, -0.658364], [2.024201, -0.826514, 0.613644], [1.973563, 0.954517, 0.726947], [0.568138, -0.702068, -1.438586], [0.557112, 1.074962, -1.338837], [-0.945423, -1.928260, 0.491676], [-1.561996, -1.363280, -1.092091], [-2.412215, -0.911278, 0.374708], [-1.884650, 0.868843, 1.444165]],
  "forces_ev_per_a": [[-0.05, 0.08, 0.01], [0.12, 0.07, -0.15], [0.13, 0.13, 0.17], [-0.46, -0.34, -0.15], [0.09, 0.09, -0.03], [0.02, -0.31, 0.09], [-0.15, 0.00, 0.15], [-0.15, 0.20, -0.12], [-0.01, -0.14, -0.07], [-0.03, 0.28, 0.06], [0.15, -0.07, -0.02], [-0.09, -0.13, -0.06], [0.09, -0.03, 0.28], [0.30, -0.07, 0.07], [0.05, 0.25, -0.22]],
  "mulliken_charge": [-1.01, -0.56, 0.15, -0.99, 0.12, -0.57, 0.33, 0.28, 0.29, 0.37, 0.31, 0.28, 0.33, 0.38, 0.30],
  "mol_weight_g_mol": 87.12,
  "multiplicity": 1,
  "largest_force_ev_per_a": 0.59,
  "homo_energy_ha": -0.3426,
  "smiles": "CCN(C)C=O",
  "gap_ev": 10.20,
  "total_energy_ev": -7831.5697
}

Values for relative energy (zero: lowest compared OMol25 entry of this formula, charge and spin), kcal per mole, ordered as above
14.7; 196.8; 164.4; 5.1; 131.1; 45.6; 36.8; 17.3